Version a
{
  "formula": "C3H4S",
  "method": "wB97M-V/def2-TZVPD",
  "symbols": ["C", "C", "C", "S", "H", "H", "H", "H"],
  "coordinates": [[-1.40588, 0.50813, 0.47258], [-0.35627, -0.11998, 0.03927], [1.06579, -0.46117, -0.04978], [-1.73908, -0.18131, -1.15737], [-1.71276, 1.37491, 1.07476], [1.28224, -1.36453, -0.46610], [1.48137, 0.00359, 0.91514], [1.38458, 0.24036, -0.82851]],
  "lumo_ha": 0.0337,
  "orbital_gap_ev": 8.4017,
  "smiles": "CC1=CS1"
}



Version b
{
  "formula": "C3H4S",
  "method": "wB97M-V/def2-TZVPD",
  "symbols": ["C", "C", "C", "S", "H", "H", "H", "H"],
  "coordinates": [[1.80624, 0.63220, -0.25639], [0.31614, 0.66166, 0.10212], [-0.17966, -0.66822, 0.02415], [3.05280, -0.21280, 0.08456], [0.21001, 1.33589, 0.89657], [-0.14866, 1.13012, -0.70740], [-0.53374, -0.95544, -0.94566], [0.30903, -1.48896, 0.52537]],
  "lumo_ha": [-0.0124, -0.0047],
  "orbital_gap_ev": [7.1495, 8.4956]
}



It turns out version a is the most stable, with the second structure 31.3 kcal/mol higher.



Version a
{
  "formula": "C4H4NO",
  "method": "wB97M-V/def2-TZVPD",
  "symbols": ["C", "C", "C", "C", "N", "O", "H", "H", "H", "H"],
  "coordinates": [[0.95945, 0.06394, 0.05122], [-2.34227, 0.08802, 0.10062], [1.73414, 1.02587, -0.20741], [-0.09480, -0.91690, 0.25211], [-1.55083, -0.81124, -0.01015], [-3.24665, 0.76094, -0.05305], [2.12924, 1.17865, -1.24356], [1.98394, 1.77578, 0.57974], [0.28954, -1.49440, -0.56106], [0.13823, -1.67067, 1.09154]],
  "lumo_ha": -0.2603,
  "orbital_gap_ev": 8.3380,
  "total_charge": 1
}



Version b
{
  "formula": "C4H4NO",
  "method": "wB97M-V/def2-TZVPD",
  "symbols": ["C", "C", "C", "C", "N", "O", "H", "H", "H", "H"],
  "coordinates": [[0.89416, 0.64112, 0.01798], [0.86188, -0.74922, -0.02877], [-0.40784, 1.29008, -0.02651], [-0.43268, -1.30398, -0.04770], [-1.56098, 0.68851, -0.01858], [-1.52077, -0.62925, 0.01420], [1.77647, 1.36890, 0.10070], [1.71669, -1.28434, -0.04810], [-0.64439, 2.39730, -0.04504], [-0.68253, -2.41911, 0.08182]],
  "lumo_ha": -0.2462,
  "orbital_gap_ev": 10.4220,
  "total_charge": 1
}



It turns out version b is the most stable, with the second structure 21.1 kcal/mol higher.



Version a
{
  "formula": "C9H36N4O9",
  "method": "wB97M-V/def2-TZVPD",
  "symbols": ["C", "O", "N", "N", "H", "H", "H", "H", "C", "O", "N", "N", "H", "H", "H", "H", "C", "O", "H", "H", "H", "H", "C", "O", "H", "H", "H", "H", "C", "O", "H", "H", "H", "H", "C", "O", "H", "H", "H", "H", "C", "O", "H", "H", "H", "H", "C", "O", "H", "H", "H", "H", "C", "O", "H", "H", "H", "H"],
  "coordinates": [[4.45100, -13.74000, 18.58600], [4.66200, -14.33500, 19.82700], [3.86200, -14.34800, 17.52200], [4.89000, -12.49600, 18.33300], [3.43500, -15.30500, 17.64100], [4.00600, -14.10900, 16.52800], [5.58700, -12.07500, 18.96600], [4.86000, -12.18600, 17.34300], [8.77500, -15.02900, 13.74000], [8.15500, -13.88700, 14.22000], [8.37600, -16.32200, 13.85500], [9.79400, -14.90100, 12.96100], [7.36500, -16.55300, 14.17600], [9.03700, -17.08900, 13.56200], [10.11900, -13.88300, 12.75800], [10.40100, -15.68400, 12.54400], [7.77500, -19.17400, 16.13000], [7.67800, -19.14100, 14.75000], [8.33200, -18.27500, 16.35600], [8.33300, -20.04000, 16.50500], [6.80800, -19.14100, 16.58700], [7.16400, -19.90000, 14.43000], [11.22000, -16.42600, 16.57600], [11.74300, -16.64900, 15.31400], [10.47200, -17.29700, 16.74200], [10.74700, -15.41100, 16.59200], [12.04400, -16.46400, 17.33000], [12.41900, -15.98100, 15.05900], [7.99800, -11.55600, 16.82200], [8.69600, -11.70600, 15.67300], [7.34200, -12.38500, 16.73400], [7.42700, -10.62900, 16.84900], [8.57400, -11.64300, 17.77700], [8.35000, -12.35900, 15.15200], [7.51000, -13.23000, 20.57800], [7.00000, -11.97800, 20.08000], [7.23300, -13.61400, 21.57600], [8.57300, -13.20000, 20.47300], [7.07200, -13.94000, 19.88600], [7.68900, -11.26100, 20.04400], [5.11800, -16.78200, 15.08600], [5.75800, -17.00300, 13.89300], [5.82900, -17.06100, 15.80500], [4.29600, -17.39700, 15.16500], [4.75300, -15.75400, 15.29000], [5.10700, -16.73300, 13.19800], [3.98800, -17.70000, 17.94000], [2.68700, -17.22600, 17.66600], [4.30600, -18.59000, 17.37100], [4.03900, -17.91100, 19.01300], [4.68400, -16.94600, 17.68500], [2.53300, -17.35800, 16.71800], [7.57800, -15.22000, 17.19900], [7.21700, -16.05100, 18.30600], [8.44700, -14.60200, 17.39300], [6.76500, -14.55000, 16.95700], [7.68400, -15.89800, 16.42600], [6.98900, -15.61000, 19.09500]],
  "lumo_ha": 0.0047,
  "orbital_gap_ev": 9.1340,
  "smiles": "NC(N)=O.NC(N)=O.CO.CO.CO.CO.CO.CO.CO"
}



Version b
{
  "formula": "C9H36N4O9",
  "method": "wB97M-V/def2-TZVPD",
  "symbols": ["C", "O", "H", "H", "H", "H", "C", "O", "H", "H", "H", "H", "C", "O", "H", "H", "H", "H", "C", "O", "H", "H", "H", "H", "C", "O", "H", "H", "H", "H", "C", "O", "H", "H", "H", "H", "C", "O", "H", "H", "H", "H", "C", "O", "N", "N", "H", "H", "H", "H", "C", "O", "N", "N", "H", "H", "H", "H"],
  "coordinates": [[-0.93915, -10.35039, 9.76962], [-2.19196, -9.91098, 10.35206], [-0.04183, -10.05946, 10.31787], [-0.94238, -11.38649, 9.50128], [-0.86804, -9.83236, 8.80475], [-2.46629, -10.57148, 11.02062], [-3.46091, -3.58240, 9.70065], [-2.57303, -4.59554, 10.04630], [-3.07473, -2.60740, 9.96975], [-3.72249, -3.50742, 8.65389], [-4.34303, -3.62602, 10.31775], [-2.10636, -4.89503, 9.29066], [3.60917, -10.18169, 9.98530], [2.31072, -9.87938, 9.56869], [3.67120, -11.25168, 10.39364], [4.28281, -10.07086, 9.15919], [4.00010, -9.54687, 10.77611], [2.23578, -8.92534, 9.48333], [-1.24937, -6.62963, 16.45045], [-0.17871, -6.39535, 15.45158], [-0.78279, -6.98886, 17.37512], [-1.89195, -5.74628, 16.50555], [-1.95576, -7.39060, 16.10038], [0.35617, -5.63884, 15.67883], [-5.07281, -7.31845, 14.28039], [-5.14942, -5.93412, 14.15194], [-4.15683, -7.64915, 13.89040], [-5.09241, -7.51940, 15.35837], [-5.85101, -7.92504, 13.82451], [-4.75327, -5.73150, 13.27235], [-3.29101, -10.94807, 13.94553], [-2.40122, -10.69351, 12.86374], [-4.00991, -11.76798, 13.79265], [-2.63980, -11.39214, 14.73609], [-3.79418, -10.07113, 14.19769], [-1.86103, -9.86960, 12.90677], [0.13525, -9.89554, 15.66866], [0.75452, -8.83121, 16.36400], [0.89505, -10.53028, 15.26864], [-0.48380, -10.46808, 16.37754], [-0.55763, -9.52012, 14.90958], [0.61174, -8.01322, 15.84040], [-2.24066, -7.16598, 12.53581], [-1.56797, -8.03283, 13.04862], [-2.11111, -5.88029, 13.07894], [-3.13653, -7.38374, 11.49074], [-2.26953, -5.08854, 12.42871], [-1.36143, -5.91798, 13.72275], [-3.32755, -6.52820, 10.91799], [-3.01159, -8.27860, 11.02417], [1.21110, -6.97841, 10.82762], [2.23909, -7.05438, 10.16377], [1.12797, -7.15312, 12.26335], [0.11607, -6.47777, 10.21015], [1.94113, -7.60597, 12.59538], [0.23491, -7.58362, 12.58475], [0.43491, -6.41180, 9.24715], [-0.63329, -5.98630, 10.57018]],
  "lumo_ha": 0.0036,
  "orbital_gap_ev": 9.7821,
  "smiles": "NC(N)=O.NC(N)=O.CO.CO.CO.CO.CO.CO.CO"
}



It turns out version b is the most stable, with the second structure 68.6 kcal/mol higher.



Version a
{
  "formula": "C22H31N3O3",
  "method": "wB97M-V/def2-TZVPD",
  "symbols": ["C", "C", "H", "H", "C", "C", "C", "C", "C", "C", "C", "H", "H", "O", "C", "C", "C", "H", "H", "H", "C", "O", "N", "C", "H", "C", "N", "C", "C", "O", "N", "H", "C", "C", "H", "H", "H", "C", "H", "H", "H", "H", "H", "H", "C", "C", "H", "H", "H", "H", "H", "H", "H", "H", "H", "H", "H", "H", "H"],
  "coordinates": [[9.43412, 0.21401, 0.37260], [7.95043, -0.11065, 0.24238], [7.66451, -0.79874, 1.04045], [7.77419, -0.60455, -0.71549], [7.10329, 1.15546, 0.32792], [5.61515, 0.96253, 0.18146], [5.02445, -0.27703, 0.04660], [3.63730, -0.35147, -0.08070], [2.86394, 0.82116, -0.07088], [3.44237, 2.07372, 0.06627], [4.81371, 2.11723, 0.18948], [5.29898, 3.07669, 0.29673], [2.84149, 2.96916, 0.07391], [1.55311, 0.52375, -0.21342], [1.46973, -0.84491, -0.31154], [2.70498, -1.42951, -0.22408], [3.04855, -2.87262, -0.28504], [3.65108, -3.07804, -1.16986], [3.63138, -3.15051, 0.59187], [2.14310, -3.47018, -0.31239], [0.16262, -1.52768, -0.40375], [0.03149, -2.65006, 0.06910], [-0.86213, -0.91016, -1.03552], [-0.88975, 0.38463, -1.66756], [0.10683, 0.81096, -1.74052], [-1.80969, 1.31574, -0.87649], [-3.14311, 0.74469, -0.83370], [-4.10530, 1.64546, -0.22765], [-5.52957, 1.13870, -0.45649], [-6.10795, 1.26883, -1.51177], [-6.08345, 0.53835, 0.61981], [-5.55544, 0.44995, 1.47394], [-7.41663, -0.03430, 0.61648], [-8.27229, 0.63227, 1.69060], [-7.86361, 0.43443, 2.68010], [-9.28693, 0.24628, 1.65294], [-8.30414, 1.70754, 1.53390], [-7.33851, -1.54540, 0.82447], [-8.33378, -1.97916, 0.78898], [-6.73400, -2.00391, 0.04567], [-6.89539, -1.77466, 1.79220], [-7.82642, 0.18315, -0.37494], [-3.91548, 1.79376, 0.85282], [-4.02124, 2.60986, -0.73389], [-3.11586, -0.56068, -0.19968], [-2.18477, -1.49237, -0.97449], [-2.10827, -2.46210, -0.48075], [-2.56677, -1.62233, -1.99156], [-4.12391, -0.97827, -0.21075], [-2.76878, -0.49459, 0.84962], [-1.86048, 2.28536, -1.37574], [-1.39098, 1.46218, 0.13623], [-1.30363, 0.26071, -2.67501], [5.60550, -1.18428, 0.03751], [7.29159, 1.64122, 1.29091], [7.43473, 1.85348, -0.44736], [9.75071, 0.88508, -0.42318], [10.03056, -0.69329, 0.31234], [9.63836, 0.69509, 1.32689]],
  "lumo_ha": 0.0225,
  "orbital_gap_ev": 8.9966,
  "smiles": "CCCc1ccc2oc(C(=O)N3CCN(CC(=O)NC(C)C)CC3)c(C)c2c1"
}



Version b
{
  "formula": "C22H31N3O3",
  "method": "wB97M-V/def2-TZVPD",
  "symbols": ["C", "N", "C", "O", "C", "H", "C", "N", "C", "C", "C", "C", "C", "C", "C", "C", "C", "H", "H", "H", "H", "H", "H", "H", "H", "H", "C", "C", "N", "C", "O", "H", "H", "H", "H", "H", "H", "H", "C", "H", "H", "C", "C", "H", "C", "H", "O", "C", "C", "H", "H", "H", "H", "H", "H", "H", "H", "H", "H"],
  "coordinates": [[-4.57413, -1.47139, -0.29927], [-3.36023, -1.31602, 0.47582], [-2.43975, -2.30462, 0.37933], [-2.63865, -3.28876, -0.31179], [-1.15081, -2.19514, 1.18001], [-1.32466, -1.86399, 2.20339], [-0.11817, -1.25455, 0.51762], [-0.10916, -1.40496, -0.92382], [0.40516, -0.25429, -1.65849], [1.87487, 0.01363, -1.48922], [2.38541, 0.64886, -0.43676], [3.80614, 0.81568, -0.15461], [4.21530, 0.94301, 1.17327], [5.55467, 1.07092, 1.48743], [6.50717, 1.08973, 0.48157], [6.11150, 0.97463, -0.84113], [4.77368, 0.83558, -1.15828], [4.47356, 0.76386, -2.19352], [6.85051, 0.99603, -1.62928], [7.55370, 1.19715, 0.72625], [5.85774, 1.15967, 2.52046], [3.47332, 0.91049, 1.95786], [1.72147, 1.04337, 0.32234], [2.52807, -0.39960, -2.24581], [0.17286, -0.42888, -2.71285], [-0.16515, 0.61773, -1.32319], [0.42513, -2.68945, -1.31460], [1.82885, -2.97929, -0.75764], [1.98265, -2.47777, 0.59222], [1.21639, -1.55201, 1.19828], [1.52270, -1.05494, 2.26593], [2.86920, -2.66580, 1.04201], [2.00417, -4.06043, -0.75272], [2.59566, -2.51761, -1.39316], [-0.28088, -3.44752, -0.96819], [0.45419, -2.73951, -2.40458], [-0.38646, -0.22204, 0.74939], [-0.74148, -3.20611, 1.22657], [-3.23022, -0.09544, 1.23597], [-2.48749, -0.23813, 2.02041], [-4.19018, 0.10482, 1.72519], [-2.82661, 1.12783, 0.38570], [-1.99623, 2.11796, 1.21009], [-1.08629, 1.65364, 1.59413], [-1.61890, 3.32360, 0.34710], [-1.08489, 4.07228, 0.93564], [-2.75412, 3.97666, -0.16739], [-3.53562, 3.11468, -0.95932], [-4.02766, 1.89686, -0.17254], [-4.63119, 1.27238, -0.82929], [-4.65365, 2.24141, 0.65344], [-4.37654, 3.71589, -1.31083], [-2.95171, 2.77586, -1.83099], [-0.96890, 2.99527, -0.48149], [-2.58769, 2.46283, 2.06072], [-2.22467, 0.76507, -0.45510], [-4.50546, -0.94578, -1.25396], [-4.71214, -2.53199, -0.50429], [-5.42435, -1.09140, 0.26593]],
  "lumo_ha": 0.0263,
  "orbital_gap_ev": 9.1410,
  "smiles": "CN(CC1CCOCC1)C(=O)C[C@H]1C(=O)NCCN1C/C=C/c1ccccc1"
}



It turns out version a is the most stable, with the second structure 19.1 kcal/mol higher.